1.
The following is a quantum chemistry calculation of a 5-piece molecular cluster, H9O4S overall, from the Open Molecules 2025 dataset.

Properties
**Energy above the lowest of the compared OMol25 structures with the same formula, charge and spin**: 94.7 kJ/mol
**Charge**: -1

Last columns: bonded neighbours and bond lengths (Å).
Positions of all 14 atoms, in Å:
1 S -0.97829 -2.18501 0.47136  H2 1.349
2 H -0.99223 -2.30797 -0.87201  S1 1.349
3 H 1.78810 -1.59184 1.84755  O5 0.967
4 H 2.60448 -0.66055 0.99620  O5 0.962
5 O 2.46731 -0.90715 1.91558  H3 0.967, H4 0.962
6 H -3.69431 3.11467 -0.11683  O8 0.965
7 H -2.21027 3.16044 -0.10489  O8 0.971
8 O -2.96130 3.44153 -0.65211  H6 0.965, H7 0.971
9 H 2.05805 -1.70880 -1.79048  O11 0.961
10 H 1.21578 -2.52221 -0.82647  O11 0.976
11 O 1.95165 -2.60558 -1.46188  H9 0.961, H10 0.976
12 H -0.34294 1.21149 0.88507  O14 0.967
13 H -0.27009 1.65467 -0.57132  O14 0.960
14 O -0.63593 1.90632 0.28023  H12 0.967, H13 0.960

Atom-resolved charges from natural (NBO), all expressed in e:
1 S -1.055
2 H 0.091
3 H 0.495
4 H 0.464
5 O -0.963
6 H 0.459
7 H 0.495
8 O -0.961
9 H 0.450
10 H 0.500
11 O -0.978
12 H 0.502
13 H 0.477
14 O -0.976

---

2.
The following is a quantum chemistry calculation of the molecule C6H12N4 in a non-equilibrium geometry, from the Open Molecules 2025 dataset.

Properties
**SMILES**: CC(C)(C)n1ncnc1N
**Energy above the lowest of the compared OMol25 structures with the same formula, charge and spin**: 73.3 kJ/mol
**Charge**: 0

Last columns: bonded neighbours and bond lengths (Å).
Positions of all 22 atoms, in Å:
1 C -0.21371 -1.29960 1.45320  C2 1.475, H11 1.104, H12 1.153, H13 1.172
2 C -0.26308 0.03871 0.83441  C1 1.475, C3 1.520, C4 1.562, N5 1.479
3 C -1.66435 0.41519 0.37994  C2 1.520, H14 1.020, H15 1.089, H16 1.152
4 C 0.43321 1.14038 1.69476  C2 1.562, H17 1.034, H18 1.157, H19 1.137
5 N 0.57062 -0.04009 -0.38425  C2 1.479, N6 1.342, C9 1.369
6 N 1.89885 0.04436 -0.21069  N5 1.342, C7 1.343
7 C 2.39773 -0.15165 -1.44250  N6 1.343, N8 1.310, H20 1.064
8 N 1.49823 -0.35122 -2.37440  C7 1.310, C9 1.354
9 C 0.32059 -0.22892 -1.71658  N5 1.369, N8 1.354, N10 1.395
10 N -0.92851 -0.39433 -2.31555  C9 1.395, H21 0.998, H22 0.953
11 H 0.85670 -1.55407 1.54610  C1 1.104
12 H -0.68921 -1.39200 2.49929  C1 1.153
13 H -0.80034 -2.00432 0.72348  C1 1.172
14 H -1.61853 1.42285 0.23009  C3 1.020
15 H -1.88356 -0.18586 -0.50108  C3 1.089
16 H -2.40819 0.29208 1.25143  C3 1.152
17 H 0.15960 1.94956 1.11216  C4 1.034
18 H -0.41179 1.31017 2.46674  C4 1.157
19 H 1.50120 1.08475 2.08018  C4 1.137
20 H 3.40977 -0.01466 -1.74132  C7 1.064
21 H -0.73070 -0.49382 -3.28832  N10 0.998
22 H -1.43452 0.41248 -2.29709  N10 0.953

Atom-resolved charges from natural (NBO), all expressed in e:
1 C -0.622
2 C 0.147
3 C -0.637
4 C -0.621
5 N -0.210
6 N -0.320
7 C 0.147
8 N -0.522
9 C 0.488
10 N -0.810
11 H 0.233
12 H 0.222
13 H 0.211
14 H 0.205
15 H 0.243
16 H 0.222
17 H 0.205
18 H 0.200
19 H 0.264
20 H 0.195
21 H 0.392
22 H 0.369

---

3.
The following is a quantum chemistry calculation of the molecule C4H6FNO4 in a non-equilibrium geometry, from the Open Molecules 2025 dataset.

Properties
**SMILES**: N[C@H](C(=O)O)[C@H](F)C(=O)O
**Energy above the lowest of the compared OMol25 structures with the same formula, charge and spin**: 0.0 kJ/mol
**Charge**: 0

Last columns: bonded neighbours and bond lengths (Å).
Positions of all 16 atoms, in Å:
1 N 0.41122 0.07727 2.08759  C2 1.470, H11 1.058, H12 0.854
2 C 0.19890 0.33838 0.65710  N1 1.470, C3 1.589, C6 1.457, H13 0.996
3 C -1.35579 0.65646 0.57542  C2 1.589, O4 1.216, O5 1.367
4 O -2.07938 0.74606 1.54829  C3 1.216
5 O -1.85687 0.88325 -0.67589  C3 1.367, H14 1.012
6 C 0.59216 -0.76450 -0.21067  C2 1.457, F7 1.434, C8 1.488, H15 1.282
7 F 1.86980 -1.16957 0.30036  C6 1.434
8 C 0.90640 -0.38167 -1.61356  C6 1.488, O9 1.234, O10 1.419
9 O 1.89055 0.25211 -2.00347  C8 1.234
10 O -0.20041 -0.66710 -2.45516  C8 1.419, H16 1.008
11 H 1.35179 0.49411 2.33233  N1 1.058
12 H -0.17199 0.55614 2.48781  N1 0.854
13 H 0.56433 1.23394 0.41926  C2 0.996
14 H -1.11830 0.86200 -1.36759  O5 1.012
15 H -0.13142 -1.80356 -0.01199  C6 1.282
16 H -0.87100 -1.31331 -2.06983  O10 1.008

Atom-resolved charges from natural (NBO), all expressed in e:
1 N -0.745
2 C -0.213
3 C 0.784
4 O -0.550
5 O -0.678
6 C 0.084
7 F -0.352
8 C 0.738
9 O -0.490
10 O -0.711
11 H 0.359
12 H 0.343
13 H 0.212
14 H 0.496
15 H 0.215
16 H 0.507

---

4.
The following is a quantum chemistry calculation of the molecule C4H9N3S in a non-equilibrium geometry, from the Open Molecules 2025 dataset.

Properties
**SMILES**: CN(S)C1=NNCC1
**Energy above the lowest of the compared OMol25 structures with the same formula, charge and spin**: 281.0 kJ/mol
**Charge**: 0

Last columns: bonded neighbours and bond lengths (Å).
Positions of all 17 atoms, in Å:
1 C 1.96552 -0.76189 -1.22596  N2 1.456, H9 1.128, H10 1.126, H11 1.254
2 N 1.15626 0.29608 -0.63881  C1 1.456, S3 1.760, C4 1.368
3 S 1.35604 1.95293 -1.19792  N2 1.760, H12 1.434
4 C -0.08336 -0.06786 -0.18869  N2 1.368, N5 1.267, C8 1.488
5 N -0.60127 -1.20455 -0.40209  C4 1.267, N6 1.480
6 N -1.88874 -1.10678 0.32177  N5 1.480, C7 1.466, H13 1.010
7 C -1.65574 -0.11047 1.37099  N6 1.466, C8 1.523, H14 1.159, H15 1.182
8 C -0.91694 0.92759 0.53751  C4 1.488, C7 1.523, H16 1.159, H17 1.195
9 H 1.74551 -1.73438 -0.69862  C1 1.128
10 H 3.07997 -0.61212 -1.17591  C1 1.126
11 H 1.73749 -0.85029 -2.45574  C1 1.254
12 H 1.88546 2.43251 0.04539  S3 1.434
13 H -2.11535 -2.00883 0.71589  N6 1.010
14 H -0.88943 -0.57236 2.10694  C7 1.159
15 H -2.65112 0.20678 1.92481  C7 1.182
16 H -1.62680 1.39322 -0.25218  C8 1.159
17 H -0.49751 1.82039 1.21259  C8 1.195

Atom-resolved charges from natural (NBO), all expressed in e:
1 C -0.421
2 N -0.557
3 S 0.166
4 C 0.360
5 N -0.315
6 N -0.480
7 C -0.238
8 C -0.495
9 H 0.239
10 H 0.212
11 H 0.182
12 H 0.125
13 H 0.356
14 H 0.170
15 H 0.217
16 H 0.239
17 H 0.240

---

Values for orbital gap, eV, ordered as above
6.968, 9.555, 10.757, 8.700